Record 1
96
Properties=species:S:1:pos:R:3:forces:R:3:lowdin_spin:R:1 method="wB97M-V/def2-TZVPD" homo_energy_ev="-11.15 / -10.96" e_above_lowest_kj_mol=0.00 orbital_gap_ev="8.3 / 8.0" s_squared=0.75 spin_multiplicity=2 total_charge=+1
Ru -0.509875 0.507204 0.043587 0.2 -0.1 -0.1 0.88
N -2.196502 1.518270 -0.804900 -0.1 -0.1 -0.1 -0.01
C -3.255573 0.487244 -0.849621 0.0 0.0 0.0 0.00
C -4.701306 0.990504 -0.849686 0.0 0.1 -0.1 0.00
C -5.122837 1.952003 0.265430 0.0 0.0 0.0 0.00
C -4.875698 1.487904 1.708051 -0.1 0.0 0.0 0.00
N -5.179640 0.077962 1.955343 -0.4 0.4 0.6 0.00
C -6.301570 -0.547432 1.635034 0.1 -0.1 0.0 0.00
N -7.461864 0.116708 1.602096 -0.1 0.0 0.0 0.00
N -6.238708 -1.845725 1.348671 -0.4 -0.1 0.0 0.00
C -3.037224 -0.478353 0.320955 0.6 0.1 -0.3 0.01
O -3.806496 -1.417500 0.473509 0.8 -0.3 -0.4 0.01
O -2.062211 -0.184888 1.123927 -0.4 0.0 -0.1 0.02
H -2.425471 2.238252 -0.122632 0.0 0.1 0.0 0.00
H -2.105571 1.990993 -1.699834 0.0 -0.1 0.0 0.00
H -3.090982 -0.086835 -1.763635 0.0 -0.1 0.0 0.00
H -5.329807 0.098428 -0.814878 0.0 0.0 -0.1 0.00
H -4.912060 1.471944 -1.807280 0.0 0.0 0.0 0.00
H -6.186599 2.150869 0.122115 0.0 0.0 0.0 0.00
H -4.638941 2.926840 0.155055 0.0 0.0 0.0 0.00
H -5.418027 2.134388 2.402221 0.0 0.0 0.0 0.00
H -3.826504 1.576406 1.978638 0.1 0.1 0.0 0.00
H -4.376359 -0.530699 2.042091 -0.2 0.0 0.1 0.00
H -7.552871 0.997458 2.078530 0.0 0.0 0.0 0.00
H -8.303220 -0.335060 1.289008 0.0 0.0 0.0 0.00
H -5.354540 -2.197658 0.993420 0.0 0.0 0.1 0.00
H -7.071448 -2.395498 1.230003 0.0 0.0 0.0 0.00
C 0.856478 4.263372 2.760381 0.0 0.0 0.0 0.01
Si -0.458513 3.092079 2.125977 0.0 0.0 0.0 0.02
C -0.717048 1.699507 3.368549 0.0 0.0 0.0 0.00
C -2.051351 4.097776 2.024147 0.0 0.0 0.1 0.00
C 0.154651 2.402501 0.484503 -0.1 -0.1 0.0 0.02
Si 0.348960 3.562319 -1.008536 -0.1 0.1 0.1 0.00
C 2.125056 4.144882 -1.038411 0.0 0.0 0.0 0.00
C -0.742441 5.091095 -0.898618 0.0 0.0 0.0 0.00
C -0.052182 2.828541 -2.717629 0.0 0.0 0.0 0.00
H 0.548004 4.719980 3.703781 0.0 0.0 0.0 0.00
H 1.054727 5.069900 2.050520 0.0 0.0 0.0 0.00
H 1.796006 3.735426 2.937581 0.0 0.0 0.0 0.00
H -0.166651 1.914808 4.287519 0.0 0.0 0.0 0.00
H -0.372601 0.733063 2.998623 0.0 0.0 0.0 0.00
H -1.769034 1.591236 3.644690 0.0 0.0 0.0 0.00
H -2.369631 4.325416 3.045818 0.0 0.0 0.0 0.00
H -2.889579 3.598134 1.540324 -0.1 -0.1 -0.1 0.00
H -1.902393 5.045372 1.509367 0.0 0.0 0.0 0.00
H 1.201344 2.182628 0.754064 0.0 -0.1 0.0 0.00
H 2.408820 4.591286 -0.082715 0.0 0.0 0.0 0.00
H 2.276385 4.895236 -1.817523 0.0 0.0 0.0 0.00
H 2.806996 3.314792 -1.235505 0.0 0.0 0.0 0.00
H -0.481414 5.714723 -0.041218 0.0 0.0 0.0 0.00
H -1.810193 4.863985 -0.832116 0.0 0.0 0.0 0.00
H -0.593711 5.694763 -1.797647 0.0 0.0 0.0 0.00
H -0.245983 1.756826 -2.739048 0.0 0.0 0.0 0.00
H 0.800755 3.010687 -3.375828 0.0 0.0 0.0 0.00
H -0.900143 3.350232 -3.172395 0.0 0.0 0.0 0.00
C 6.303828 -3.599431 -1.604557 0.0 0.0 0.0 0.00
C 5.101054 -2.709788 -1.707539 0.0 0.0 0.0 0.00
C 4.999075 -1.552173 -0.944517 0.0 0.0 0.0 0.00
C 3.883365 -0.731201 -0.998439 0.0 0.0 0.0 0.00
C 3.837852 0.470603 -0.098348 0.0 0.0 0.0 0.00
C 2.836051 -1.082306 -1.882760 0.0 0.0 -0.1 0.00
C 1.584315 -0.372269 -1.906210 -0.1 -0.1 0.0 0.00
O 1.280876 0.551457 -1.137993 0.0 0.1 0.0 0.01
C 2.926801 -2.255110 -2.676077 0.0 0.0 0.0 0.00
C 1.823200 -2.700130 -3.602982 0.0 0.0 0.0 0.00
C 4.054120 -3.044874 -2.565902 0.0 0.0 0.0 0.00
H 7.043790 -3.196800 -0.915848 0.0 0.0 0.0 0.00
H 6.771573 -3.726610 -2.581814 0.0 0.0 0.0 0.00
H 6.015636 -4.592875 -1.254780 0.0 0.0 0.0 0.00
H 5.807549 -1.290656 -0.271646 0.0 0.0 0.0 0.00
H 4.757588 0.532227 0.480812 0.0 0.0 0.0 0.00
H 2.989014 0.415391 0.583422 0.0 0.0 0.0 0.00
H 3.724294 1.392272 -0.670502 0.0 0.0 0.0 0.00
H 0.827013 -0.730037 -2.609331 0.0 0.0 0.0 0.00
H 0.876014 -2.824735 -3.075061 0.0 0.0 0.0 0.00
H 2.080840 -3.657586 -4.050542 0.0 0.0 0.0 0.00
H 1.666057 -1.987862 -4.414993 0.0 0.0 0.0 0.00
H 4.124567 -3.951364 -3.156397 0.0 0.0 0.0 0.00
O -0.279242 -1.774907 -0.560896 -0.2 0.1 0.1 0.02
C 0.552464 -1.810100 0.382473 0.1 0.0 0.0 0.00
O 0.764574 -0.788966 1.101692 0.1 0.0 0.0 0.00
C 1.397394 -3.024390 0.579204 0.0 0.0 -0.1 0.00
C 1.094784 -4.186923 -0.117041 0.0 0.0 0.0 0.00
C 1.962394 -5.256973 -0.026277 0.0 0.0 0.0 0.00
C 3.128872 -5.212465 0.712598 0.0 0.0 0.0 0.00
C 3.395133 -4.036649 1.385158 -0.2 -0.1 0.2 0.00
C 2.551292 -2.944258 1.345089 0.0 0.0 0.0 0.00
N 4.665553 -3.922922 2.132138 0.5 0.5 -1.0 0.00
O 4.909027 -2.849912 2.643050 -0.2 -0.1 0.4 0.00
O 5.446260 -4.844703 2.036116 -0.1 -0.2 0.3 0.00
N 1.659289 -6.485279 -0.791309 0.1 0.1 -0.2 0.00
O 0.640777 -6.490419 -1.449850 0.0 0.0 0.1 0.00
O 2.469746 -7.384168 -0.741826 -0.1 0.0 0.1 0.00
H 0.206811 -4.248190 -0.728909 0.0 0.0 0.0 0.00
H 3.805316 -6.052434 0.752103 0.0 0.0 0.0 0.00
H 2.801632 -2.036743 1.874587 0.0 0.0 0.0 0.00

=====

Record 2
81
Properties=species:S:1:pos:R:3:forces:R:3:mulliken_charge:R:1 method="wB97M-V/def2-TZVPD" homo_energy_ev=-8.48 e_above_lowest_kj_mol=2500.51 orbital_gap_ev=9.0 total_charge=0
C -5.324813 -2.010914 0.692835 2.9 -4.2 -6.0 -2.23
H -4.883931 -3.032969 0.816996 -1.0 0.6 0.5 0.40
H -6.303755 -1.917565 0.553085 -4.4 -0.4 0.2 0.66
H -5.004808 -1.406033 1.401587 1.8 3.0 2.9 0.59
C -4.781687 -1.714564 -0.882618 0.1 9.1 10.0 2.71
C -3.330478 -1.550028 -0.631691 -2.5 4.4 0.9 -3.54
H -2.995853 -1.444039 -1.530522 2.6 1.1 -6.2 0.97
H -2.897063 -2.394024 -0.449250 2.6 -5.2 2.5 1.53
C -2.803215 -0.320492 0.134174 1.3 -4.2 3.0 0.51
C -1.198750 -0.392810 0.253316 -9.2 6.2 -8.2 -0.81
C -0.679808 -0.908330 1.176880 5.7 -8.0 8.6 -1.21
C 0.750899 -1.106871 1.258626 2.8 -2.9 0.2 -1.28
H 1.087797 -0.950988 2.228409 0.6 2.1 2.1 0.34
H 1.162181 -2.168746 1.457085 -1.6 0.3 -1.4 0.89
C 1.653286 -0.511274 0.141845 2.6 3.3 12.4 -0.83
H 1.537863 -1.148531 -0.501993 0.2 -6.3 -7.6 1.89
C 0.983515 0.663161 -0.054529 -3.5 9.4 -1.0 1.57
C 0.648824 1.643627 1.215879 2.2 1.8 -1.6 -1.62
H 1.594598 1.709275 1.788098 -1.0 -0.3 0.4 0.39
H -0.266179 1.453705 1.747038 0.1 -0.3 0.5 0.22
H 0.566235 2.744427 0.774877 0.1 -2.4 1.1 0.46
C 1.686722 1.723945 -0.941339 5.2 -4.2 -4.7 -1.95
C 3.254998 1.851956 -0.606913 0.2 -1.1 -2.1 -0.35
H 3.266504 2.328283 0.452354 0.8 -0.2 -2.1 0.20
H 3.792051 2.491652 -1.658229 -1.5 -1.4 3.8 0.22
C 3.957993 0.364638 -0.560249 -3.9 1.1 0.4 -1.11
H 3.606380 -0.369338 -1.473298 0.7 2.2 2.1 0.39
C 5.466924 0.521173 -0.573389 -1.3 -6.9 -0.1 2.92
C 5.954123 1.494871 0.354759 9.8 2.4 -17.2 -3.68
H 5.794517 2.436457 -0.146842 -0.7 0.8 0.2 0.54
H 7.133365 1.575125 0.174137 -2.0 -0.7 1.3 0.43
H 5.670030 1.522124 1.149209 -5.5 0.2 16.4 1.02
C 5.930015 0.545339 -1.978809 0.7 -1.6 -1.9 -1.58
H 5.600207 -0.494734 -2.609240 1.3 2.8 1.9 0.32
H 5.420887 1.315713 -2.458606 -0.8 1.5 -1.4 0.36
H 7.022861 0.817260 -2.007387 -0.9 -0.8 -0.3 0.46
C 6.027083 -0.986623 -0.189721 -2.2 2.1 5.9 -0.89
C 4.991715 -2.095195 0.020479 3.9 -2.8 -8.7 -0.83
C 3.690994 -1.871980 0.577071 -1.5 0.8 5.3 -1.07
H 3.777367 -2.116135 1.677944 0.3 -0.4 -0.7 0.32
H 3.036583 -2.658742 0.295546 -1.0 -0.3 -0.9 0.50
C 3.055266 -0.377442 0.829178 1.7 -5.0 -14.6 -0.06
C 3.452337 0.078978 1.997179 0.8 2.8 6.6 -0.73
H 2.879049 -0.454224 2.771622 0.3 1.1 0.7 0.18
H 4.472038 -0.080704 2.126895 1.8 -1.6 0.4 0.59
H 3.610158 1.137212 2.003349 -1.5 1.2 0.9 0.55
H 5.533856 -3.170462 0.088750 -1.3 2.6 1.0 0.26
H 4.905221 -2.313336 -1.274402 -0.7 0.5 2.8 0.22
O 6.382173 -0.916296 1.246662 -3.0 -4.5 -1.0 -0.63
H 6.910629 -0.284397 1.547736 3.7 4.4 1.3 0.30
H 6.934220 -1.170963 -0.651547 1.3 -0.9 -1.6 0.82
H 1.817253 1.204353 -2.133438 -0.4 1.1 3.1 0.10
H 1.578366 2.693400 -1.309227 -2.3 1.8 0.6 0.35
C -0.366425 0.349761 -0.662420 -0.6 1.4 -2.9 1.56
C -1.048145 1.641944 -1.102110 -2.2 5.2 2.3 -0.83
C -2.618704 1.615754 -1.234522 1.2 -1.6 -6.2 -1.20
C -3.335062 0.962988 -0.225550 -1.4 2.8 6.0 0.05
C -4.921704 1.001152 -0.209890 3.8 -3.0 -3.2 -0.06
C -5.536433 1.122812 1.087298 0.5 -2.3 0.6 0.21
O -6.610813 0.900249 1.478803 -7.0 -0.3 -1.2 -0.65
O -4.710716 1.187595 2.037619 3.8 2.3 7.5 -0.57
H -5.263810 1.302534 3.021675 2.0 -0.7 -4.5 0.44
C -5.317432 -0.156370 -1.188564 -5.7 -2.9 7.8 -1.56
H -6.605546 -0.207056 -0.946190 3.6 0.0 -1.5 0.29
H -5.079899 -0.074706 -2.126951 1.0 1.6 -5.4 0.80
H -5.125303 1.852215 -0.714976 -1.0 3.0 -1.8 0.62
H -3.036638 1.630926 0.692130 -0.6 -1.0 -1.0 0.57
H -2.790410 0.944355 -2.134385 0.4 0.1 0.1 0.37
H -3.232736 2.400459 -1.661655 0.9 1.5 0.4 0.28
H -0.995546 2.553667 -0.060545 0.1 -2.7 -3.4 0.17
H -0.646651 2.192886 -2.026986 -0.3 -1.1 1.5 0.02
C -0.208982 -0.506149 -1.895709 -1.1 -0.7 -5.9 -0.82
H -1.218291 -0.405219 -2.667747 2.5 -0.4 2.5 0.34
H 0.604692 0.014286 -2.754906 -2.0 -2.1 2.8 0.18
H -0.126519 -1.679014 -1.723277 0.3 2.6 -0.4 0.16
H -1.098364 -1.665227 1.774150 -1.6 -0.3 1.4 0.70
H -3.157730 -0.485254 1.193630 0.7 0.1 -0.8 0.29
C -5.197567 -2.530929 -1.850566 4.4 -6.7 4.3 -3.26
H -6.088548 -2.543300 -2.045433 -10.2 -0.2 -1.3 0.89
H -4.825148 -2.307022 -2.678126 4.1 1.5 -7.3 0.80
H -4.901716 -3.532416 -1.501313 -0.1 -0.3 -0.8 0.41

=====

Record 3
90
Properties=species:S:1:pos:R:3:forces:R:3:lowdin_spin:R:1 method="wB97M-V/def2-TZVPD" homo_energy_ev="-10.29 / -10.58" orbital_gap_ev="8.0 / 5.8" s_squared=6.07 spin_multiplicity=5 total_charge=+1
Pt -1.728134 -0.813839 -0.266647 1.0 -0.3 0.2 0.94
C -4.346034 -0.452339 4.699253 -0.4 -0.1 0.0 0.00
N -3.091634 -0.390039 3.991453 0.1 0.1 0.2 0.01
C -1.927734 -0.957939 4.633953 0.3 0.0 -0.1 0.00
C -3.016834 0.067661 2.747253 -0.3 0.1 0.0 0.01
O -1.995734 0.080761 2.067353 0.2 -0.3 0.0 0.05
H -4.175334 -0.287139 5.763153 0.0 0.1 -0.1 0.00
H -4.818934 -1.430439 4.571853 0.0 0.0 0.0 0.00
H -5.017634 0.319361 4.323953 0.0 -0.1 0.0 0.00
H -1.950834 -0.739239 5.699753 0.0 0.1 0.0 0.00
H -1.038734 -0.515439 4.187153 0.0 -0.1 0.1 0.00
H -1.897834 -2.041339 4.506853 0.0 -0.1 0.0 0.00
H -3.973434 0.466761 2.373553 0.0 -0.1 0.0 0.00
O 0.051866 1.561961 -0.812847 0.7 -0.1 -0.2 0.10
S -1.310434 1.785861 -0.249347 -0.7 1.6 -0.8 0.04
C -1.542134 3.588161 -0.209547 0.0 -0.2 0.3 0.00
C -2.588734 4.083761 0.549353 0.0 0.0 0.1 0.00
C -2.832934 5.447061 0.567853 0.0 0.0 0.0 0.00
C -2.011434 6.301861 -0.153247 0.0 0.1 0.0 0.00
C -0.946034 5.798761 -0.883447 0.0 0.0 0.0 0.00
C -0.708734 4.434461 -0.910947 0.2 -0.2 -0.1 0.00
C -2.414134 1.547261 -1.665147 -0.2 0.3 -0.1 0.01
C -1.878434 1.253361 -2.908047 0.2 0.1 0.2 0.01
C -2.720134 1.125061 -3.999947 -0.1 0.0 0.0 0.00
C -4.086134 1.292961 -3.843847 0.0 -0.1 -0.1 0.00
C -4.618934 1.565261 -2.591647 0.0 0.0 0.1 0.00
C -3.783134 1.689661 -1.496647 0.1 0.0 0.0 0.00
H -3.206934 3.412261 1.126953 -0.1 -0.1 0.1 0.00
H -3.653034 5.842261 1.151353 0.0 0.0 0.0 0.00
H -2.193734 7.366261 -0.134047 0.0 0.1 0.0 0.00
H -0.291034 6.462461 -1.428447 0.0 0.1 0.0 0.00
H 0.115066 4.014561 -1.465447 0.2 0.0 -0.1 0.00
H -0.807834 1.149361 -3.010847 0.1 0.0 0.0 0.00
H -2.302634 0.895961 -4.969547 0.0 0.0 -0.1 0.00
H -4.738734 1.210061 -4.700047 -0.1 0.0 -0.1 0.00
H -5.685734 1.679861 -2.466947 -0.1 0.0 0.0 0.00
H -4.182634 1.903161 -0.516547 -0.1 0.0 0.1 0.00
C 2.743566 -2.196039 -3.977447 0.3 0.4 0.5 0.00
Si 3.705566 -0.835639 -3.051647 -0.1 0.1 -0.5 0.02
C 3.112066 0.839561 -3.748047 0.3 -0.5 0.4 0.00
C 5.586666 -1.088939 -3.271847 -0.7 0.1 0.2 0.01
Si 3.239966 -0.856239 -0.672247 0.2 0.0 0.2 0.10
Te 0.710866 -1.299739 -0.466947 0.3 -0.3 -0.3 1.00
Si 3.784666 1.159461 0.562353 0.1 0.2 0.1 0.02
C 5.663266 1.247361 0.234153 -0.7 0.0 0.1 0.01
C 2.841566 2.661361 -0.113747 0.3 -0.6 0.1 0.00
C 3.400366 0.968061 2.424453 0.1 -0.1 -0.7 0.00
Si 3.939766 -2.917139 0.425553 0.0 -0.3 0.2 0.03
C 3.162366 -3.025639 2.166453 0.3 0.2 -0.6 0.01
C 5.845166 -2.885339 0.519153 -0.7 0.1 -0.1 0.01
C 3.300866 -4.428239 -0.548547 0.2 0.6 0.2 0.01
H 2.905966 -2.125939 -5.048847 0.1 0.1 -0.2 0.00
H 1.676466 -2.098139 -3.803847 -0.2 0.0 0.1 0.00
H 3.035466 -3.193839 -3.671047 0.1 -0.2 0.1 0.00
H 3.073366 0.825761 -4.833347 0.1 -0.1 -0.2 0.00
H 3.755466 1.662561 -3.456847 0.2 0.2 0.1 0.00
H 2.111466 1.061761 -3.389347 -0.2 0.0 0.1 0.00
H 5.874566 -0.988439 -4.314547 -0.1 0.0 -0.2 0.00
H 5.893366 -2.079039 -2.948347 0.0 -0.2 0.1 0.00
H 6.165166 -0.365339 -2.705647 0.1 0.2 0.1 0.00
H 5.866166 1.403661 -0.820447 0.0 0.0 -0.2 0.00
H 6.162466 0.330661 0.531053 0.1 -0.2 0.1 0.00
H 6.128066 2.062961 0.777653 0.0 0.2 0.2 0.00
H 3.189366 2.947161 -1.100147 0.1 0.0 -0.2 0.00
H 2.923666 3.529761 0.532753 0.2 0.1 0.2 0.00
H 1.788166 2.415361 -0.200347 0.0 0.0 0.0 0.00
H 3.989166 0.182261 2.887153 0.1 -0.2 0.0 0.00
H 2.350166 0.736961 2.579553 -0.2 -0.1 0.0 0.00
H 3.611966 1.889861 2.959953 0.1 0.2 0.0 0.00
H 3.533466 -2.257339 2.835353 0.1 0.2 0.1 0.00
H 3.363666 -3.985739 2.632553 0.1 -0.2 0.0 0.00
H 2.083466 -2.915639 2.101053 -0.2 0.0 0.0 0.01
H 6.199266 -2.092739 1.170753 0.0 0.2 0.1 0.00
H 6.291366 -2.732039 -0.458247 0.0 0.0 -0.2 0.00
H 6.233866 -3.820839 0.909753 0.0 -0.2 0.1 0.00
H 2.227166 -4.354239 -0.696947 -0.2 0.0 0.0 0.01
H 3.491566 -5.351639 -0.009647 0.1 -0.1 0.2 0.00
H 3.764566 -4.522339 -1.524047 0.1 0.0 -0.2 0.00
N -3.541534 -1.287039 -0.494247 0.2 0.1 -0.3 0.96
C -4.299634 -1.960939 0.321353 -1.3 -1.0 0.8 0.12
C -5.713634 -1.791739 0.313553 0.2 0.1 -0.1 0.15
C -6.503734 -2.494239 1.187153 -0.2 -0.1 0.1 -0.01
C -5.941834 -3.383839 2.099653 0.0 0.0 0.0 0.16
C -4.562934 -3.587539 2.112353 0.0 -0.1 0.1 0.00
C -3.748334 -2.909339 1.241753 0.3 0.2 -0.3 0.16
H -6.135834 -1.103139 -0.401047 -0.1 0.1 -0.1 0.01
H -7.577134 -2.374439 1.155253 -0.1 0.1 0.0 0.00
H -6.574534 -3.943139 2.773353 0.0 0.0 0.0 0.01
H -4.136934 -4.312939 2.793153 0.0 0.0 0.0 0.00
H -2.673934 -3.078439 1.202253 -0.2 0.0 0.1 0.01